ORCA calculation (ωB97M-V with the def2-TZVPD basis set) on C7H5ClFNO in the gas phase in a non-equilibrium geometry.

XYZ file:
```
16
Properties=species:S:1:pos:R:3:nbo_charge:R:1
C -2.452 0.524 -0.174 0.137
C 1.676 0.122 0.296 -0.190
C 1.109 -0.518 -0.733 -0.189
C -0.114 0.697 1.868 -0.056
C 1.142 0.434 1.659 -0.187
C -0.334 -0.736 -0.940 -0.018
C -1.164 0.537 -0.663 0.410
N -3.520 0.459 0.294 -0.236
O -0.814 -1.237 -2.194 -0.683
F -0.788 1.662 -1.295 -0.295
Cl 2.333 0.634 2.915 0.013
H 2.691 0.270 0.329 0.217
H 1.678 -0.702 -1.547 0.214
H -0.521 1.274 2.596 0.183
H -0.587 -1.405 -0.046 0.208
H -0.336 -2.015 -2.364 0.473
```

Properties
LUMO (alpha / beta) ... -1.3 / -1.2 eV
HOMO level (alpha / beta) ... -9.29 / -9.62 eV
ΔE to the lowest compared entry with this formula, charge and spin ... 462.6 kJ/mol
Electronic energy ... -959.569474 Ha